# 1
This record from the Open Molecules 2025 dataset describes a structure of composition C4H23B3NNiO. The level of theory is ωB97M-V with the def2-TZVPD basis set.

Last column: Löwdin charge in e.
Geometry (Å):
Ni -1.5848 -0.4474 -0.2032  0.35
B -1.9527 1.6790 -0.2064  -0.39
H -2.5174 0.9483 -0.8822  -0.03
H -0.8699 1.3699 -0.3759  -0.04
H -2.1315 2.7490 -0.6045  -0.02
H -2.3759 1.5202 0.8574  -0.02
B -3.0025 -1.3867 1.0761  -0.43
H -2.2809 -2.3007 1.0895  -0.03
H -3.9866 -1.5819 1.6525  -0.02
H -2.4385 -0.4939 1.5101  -0.04
H -3.3170 -1.2527 -0.0098  -0.02
B -1.3033 -1.4344 -2.0924  -0.39
H -0.6016 -0.6004 -1.7484  -0.04
H -2.2542 -0.9125 -2.5041  -0.01
H -0.8577 -2.1331 -2.8996  -0.03
H -1.6344 -2.0299 -1.1788  -0.04
C 2.0118 0.0148 2.2209  -0.06
C 1.0816 0.3086 1.0473  -0.38
C 1.7836 0.4065 -0.2836  -0.20
O 2.8147 1.3840 -0.3092  -0.19
C 3.4408 1.5468 -1.5659  -0.11
N 0.0870 -0.7972 0.9674  0.04
H 2.6337 0.8657 2.5236  0.08
H 2.7129 -0.8004 2.0165  0.08
H 1.4833 -0.1958 3.1545  0.08
H 0.5049 1.1936 1.3237  0.14
H 1.0761 0.6749 -1.0727  0.11
H 2.2555 -0.5560 -0.5302  0.14
H 3.7656 0.6222 -2.0574  0.08
H 4.3088 2.1543 -1.3191  0.08
H 2.7077 2.0305 -2.2217  0.09
H 0.6187 -1.6219 0.6880  0.12
H -0.1777 -0.9233 1.9377  0.10

Its net charge is -1. The spin multiplicity is 3. The value obtained for the HOMO-LUMO gap (spin up / spin down) is 8.51 / 8.36 eV. The calculation puts the strongest force on any atom at 2.54 eV/Å. As for the expectation value of S²: 2.0052. As for the relative energy (zero: lowest compared OMol25 entry of this formula, charge and spin): 0.00 kJ/mol. The total energy is -51127.491 eV.

# 2
This record from the Open Molecules 2025 dataset describes a structure of composition C31H72Br2ClKN5NaO8P2. The level of theory is ωB97M-V with the def2-TZVPD basis set.

Last column: Löwdin charge in e.
Geometry (Å):
C -3.7849 -1.8046 -4.6062  -0.23
C -2.5015 -1.0301 -4.8682  -0.25
C -2.0829 -0.2857 -3.5987  -0.21
C -0.6700 0.2503 -3.7429  -0.20
C 0.3318 -0.8072 -4.1568  -0.21
C 0.9584 -1.7435 -3.1020  -0.17
C 0.0577 -2.5630 -2.1103  -0.25
C 0.1409 -1.8840 -0.7262  -0.20
C -0.6486 -2.6002 0.3950  -0.22
C -0.0140 -2.1550 1.7529  -0.12
C -0.4203 -0.7495 2.2045  -0.22
N -1.2069 -0.5632 3.4638  -0.14
P -2.7081 -1.3629 3.7135  0.64
O -3.4052 -1.5588 2.2075  -0.65
Br -2.2736 -3.4449 4.5357  0.36
C -1.2630 0.8235 3.4956  -0.43
N -2.3055 1.5663 3.6357  0.05
P -2.2096 3.3158 3.7221  0.74
O -2.9808 3.8625 2.6178  -0.38
N 0.0192 1.2731 3.3637  0.12
C 0.7094 0.2535 2.5119  -0.33
C 2.0003 -0.3730 3.0986  -0.11
C 2.8185 0.5554 3.9898  -0.19
C 4.2346 0.8335 3.4630  -0.19
C 5.2213 1.2345 4.5660  -0.20
C 4.6009 2.0583 5.6890  -0.21
C 4.1457 3.4386 5.2447  -0.18
C 5.2880 4.4415 5.1434  -0.23
O 6.0129 4.3182 3.9313  -0.18
C 6.1141 5.4980 3.1666  -0.11
C 1.2276 0.9190 1.2124  -0.06
C 0.2615 1.8426 0.5015  -0.36
O 0.6828 1.8410 -0.8637  -0.04
C 0.3539 3.2959 0.9817  -0.22
N -0.7648 4.1122 0.4720  0.02
H -4.0751 -2.3436 -5.5407  0.06
H -3.4948 -2.5647 -3.8516  0.08
H -4.5575 -1.1010 -4.2293  0.04
H -2.6392 -0.2942 -5.6505  0.12
H -1.7657 -1.7657 -5.1733  0.08
H -2.7430 0.5688 -3.4922  0.12
H -2.2322 -0.8604 -2.6984  0.09
H -0.3766 0.7426 -2.8222  0.09
H -0.7019 1.0215 -4.5092  0.11
H 1.1714 -0.2675 -4.5893  0.11
H -0.0597 -1.4449 -4.9450  0.08
H 1.5979 -2.4659 -3.5958  0.10
H 1.5970 -1.1326 -2.4666  0.10
H -0.9504 -2.7527 -2.4765  0.09
H 0.5280 -3.5740 -1.9836  -0.10
H 1.1702 -1.9534 -0.3956  0.11
H -0.1841 -0.8538 -0.8417  0.10
H -0.5846 -3.6800 0.2907  0.01
H -1.7085 -2.2801 0.2951  0.07
H 1.0493 -2.2375 1.5949  0.11
H -0.2610 -2.9096 2.4968  0.08
H -0.9738 -0.3580 1.3502  0.13
H -4.2818 -1.1191 2.2715  -0.08
H -3.2229 1.1448 3.7058  0.10
H -0.8389 3.5959 3.7372  0.03
H -2.7418 3.6912 4.9686  0.03
H 0.2823 1.2931 4.3971  0.11
H 1.7418 -1.2989 3.6039  0.12
H 2.5959 -0.6521 2.2390  0.11
H 2.9390 0.0534 4.9391  0.11
H 2.3443 1.4982 4.2146  0.07
H 4.6125 -0.0651 2.9786  0.10
H 4.2008 1.6210 2.7147  0.10
H 6.0104 1.8342 4.1276  0.10
H 5.6759 0.3506 5.0016  0.10
H 3.7735 1.5510 6.1686  0.09
H 5.3501 2.2031 6.4647  0.11
H 3.5443 3.4415 4.3430  0.11
H 3.4982 3.8277 6.0255  0.11
H 5.9938 4.2632 5.9539  0.12
H 4.8585 5.4259 5.3104  0.11
H 5.7979 6.3911 3.6877  0.08
H 5.5910 5.3653 2.2279  0.08
H 7.1673 5.6364 2.9212  0.08
H 2.1521 1.4367 1.4390  0.13
H 1.4722 0.0927 0.5560  0.11
H -0.7702 1.4806 0.5057  0.14
H 0.3094 2.6076 -1.3029  0.08
H 1.2558 3.7089 0.5433  0.12
H 0.4617 3.3622 2.0559  0.08
H -0.5424 4.4779 -0.4407  0.06
H -1.5668 3.5088 0.3734  0.06
Cl 0.6485 -5.3497 -1.0388  -0.40
K -6.2661 -2.5171 -4.3427  0.86
C 3.3081 8.3200 1.0740  -0.02
C 2.4910 7.2458 1.7513  -0.51
O 2.8586 6.7292 2.7754  0.07
C 1.1950 6.8460 1.0948  -0.03
H 4.2096 8.5066 1.6528  0.08
H 3.5931 7.9963 0.0718  0.08
H 2.7314 9.2440 1.0112  0.08
H 1.3877 6.4579 0.0927  0.08
H 0.5259 7.7057 1.0364  0.09
H 0.7156 6.0698 1.6838  0.06
O -9.1320 -0.3751 -3.5548  -0.67
H -9.3812 0.2550 -2.8688  -0.20
C -2.6067 -8.7349 -5.6280  -0.02
C -2.1823 -7.5087 -6.4191  -0.29
C -2.5506 -6.1884 -5.7476  -0.16
O -3.9411 -5.9365 -5.9226  -0.20
C -4.7328 -6.1407 -4.7501  -0.05
N -2.9058 -7.5228 -7.7414  0.22
H -3.6926 -8.8224 -5.5602  0.09
H -2.2335 -9.6475 -6.0964  0.09
H -2.2010 -8.6934 -4.6198  0.11
H -1.1148 -7.5542 -6.6290  0.16
H -2.0247 -5.3719 -6.2504  0.14
H -2.2479 -6.1774 -4.7015  0.15
H -4.1869 -5.8508 -3.8519  0.11
H -5.0513 -7.1814 -4.6735  0.09
H -5.6191 -5.5096 -4.8278  0.08
H -2.9402 -8.4448 -8.1737  0.17
H -2.4982 -6.8615 -8.4049  0.18
H -3.8656 -7.1937 -7.5625  0.16
Br -4.6663 -0.4403 0.1314  -0.25
O 1.0408 1.9884 6.0352  -0.47
H 0.9467 2.8983 5.7134  -0.13
Na -3.0200 -3.2690 1.4391  0.40

Its net charge is 0. The spin multiplicity is 1. The value obtained for the HOMO-LUMO gap is 2.90 eV. The calculation puts the strongest force on any atom at 3.81 eV/Å. The total energy is -249065.112 eV.

# 3
This record from the Open Molecules 2025 dataset describes a cluster of 2 separate species, C6H10FNO2 in total. The level of theory is ωB97M-V with the def2-TZVPD basis set.

Last column: Löwdin charge in e.
Geometry (Å):
C 1.2953 1.7004 -0.2008  -0.65
C -1.6104 -0.3180 1.4774  -0.13
C -0.8757 1.0248 1.2951  -0.08
C -1.0262 -1.1874 0.3649  -0.11
C 0.3526 0.6545 0.5393  -0.03
C 1.2327 -1.2363 -0.7105  0.01
N 0.2683 -0.5632 0.1126  -0.09
O 2.2814 2.1611 0.2920  0.09
O 0.6834 1.8161 -1.2771  0.01
F 0.8334 0.2811 -3.3260  -0.14
H -1.3718 -0.7468 2.4515  0.12
H -2.6905 -0.2164 1.3998  0.11
H -1.4583 1.7292 0.6942  0.14
H -0.6340 1.5185 2.2360  0.13
H -0.8976 -2.2327 0.6445  0.13
H -1.6189 -1.1334 -0.5541  0.14
H 0.9149 -1.2189 -1.7557  0.09
H 2.2004 -0.7410 -0.6294  0.12
H 1.3243 -2.2749 -0.3925  0.10
H 0.7965 0.9833 -2.6613  0.03

Its net charge is 0. The spin multiplicity is 1. The value obtained for the HOMO-LUMO gap is 10.01 eV. The calculation puts the strongest force on any atom at 1.45 eV/Å. As for the relative energy (zero: lowest compared OMol25 entry of this formula, charge and spin): 0.00 kJ/mol. The total energy is -14686.691 eV.